DFT (ωB97M-V/def2-TZVPD) results for a cluster of 14 separate species, C22H76N4O17 in total at a distorted geometry.

Summary:
* E_tot: -64811.187 eV
* LUMO level: 0.3 eV
* F_max: 0.0409 hartree/bohr
* spin multiplicity: 1

Positions of all 119 atoms, in Å:
1 C 23.64200 -34.59355 15.61421
2 C 24.92636 -35.17041 15.07784
3 C 26.09367 -34.69470 15.93445
4 O 26.19926 -33.30277 15.72622
5 C 27.43814 -32.76498 16.11015
6 N 24.82148 -36.61872 14.90602
7 H 23.38731 -34.97884 16.61191
8 H 22.75802 -34.78260 15.00630
9 H 23.77753 -33.52178 15.75891
10 H 25.16116 -34.71469 14.11135
11 H 27.03675 -35.13886 15.57776
12 H 25.95551 -34.96601 16.99127
13 H 27.70303 -33.02068 17.14415
14 H 27.35974 -31.68257 16.03320
15 H 28.23247 -33.13708 15.44718
16 H 25.71576 -37.03844 14.67897
17 H 24.52027 -37.01413 15.79276
18 C 30.99637 -31.63188 16.33203
19 C 31.56948 -31.58569 14.93338
20 C 32.99068 -31.03715 14.84781
21 O 33.13503 -29.91351 15.68920
22 C 34.47441 -29.47699 15.69228
23 N 31.54233 -33.02579 14.44617
24 H 29.91308 -31.69502 16.26490
25 H 31.27784 -30.80131 16.97648
26 H 31.44486 -32.47097 16.86980
27 H 30.97708 -31.11058 14.14668
28 H 33.24688 -30.77862 13.80609
29 H 33.71078 -31.83466 15.09082
30 H 34.76832 -29.09983 14.70609
31 H 35.14061 -30.31429 15.93698
32 H 34.67095 -28.72150 16.45188
33 H 30.75174 -33.40568 14.96682
34 H 31.15486 -33.12301 13.51098
35 C 37.16460 -30.53870 12.71190
36 C 37.45255 -29.14979 12.16723
37 C 37.16069 -28.96917 10.70072
38 O 37.44510 -27.61587 10.40749
39 C 36.83470 -27.20450 9.20265
40 N 36.71016 -28.15074 12.96231
41 H 36.08065 -30.72536 12.65004
42 H 37.29431 -30.53829 13.79955
43 H 37.70128 -31.35195 12.23134
44 H 38.52926 -29.01548 12.37735
45 H 36.09041 -29.16242 10.57526
46 H 37.79614 -29.63718 10.11353
47 H 37.26768 -27.68945 8.32259
48 H 36.96986 -26.12588 9.12382
49 H 35.75459 -27.38205 9.23768
50 H 36.97682 -28.14174 13.93272
51 H 36.81529 -27.28897 12.44143
52 C 33.98228 -26.86235 18.79132
53 C 33.69641 -25.76114 19.80602
54 C 33.56273 -24.38831 19.11553
55 O 34.70465 -24.01914 18.38591
56 C 35.66000 -23.35169 19.16257
57 N 32.53177 -26.09339 20.61963
58 H 34.85143 -26.64053 18.17714
59 H 33.11440 -26.91277 18.12753
60 H 34.13341 -27.76038 19.38726
61 H 34.53606 -25.65467 20.50411
62 H 33.24363 -23.61065 19.82290
63 H 32.73286 -24.49610 18.40055
64 H 36.51332 -23.10929 18.52753
65 H 36.16446 -24.07599 19.83474
66 H 35.25353 -22.52311 19.73858
67 H 31.65312 -25.88041 20.15366
68 H 32.52773 -25.52004 21.45638
69 C 30.12001 -27.87384 16.65637
70 C 30.29485 -27.85715 15.17230
71 O 29.05128 -27.82641 14.50078
72 O 29.31114 -28.95939 17.07522
73 H 29.57520 -26.94263 16.88248
74 H 31.04097 -27.85600 17.24321
75 H 30.90061 -28.65227 14.72667
76 H 30.83516 -26.93108 14.93557
77 H 28.37135 -28.19035 15.07756
78 H 29.70094 -29.38092 17.84985
79 C 37.89610 -30.47264 17.88353
80 C 37.52043 -31.93610 17.94563
81 O 38.38024 -32.68788 17.09337
82 O 37.60288 -29.87123 16.60009
83 H 38.98453 -30.35824 17.96274
84 H 37.37973 -29.89783 18.65333
85 H 36.54047 -31.96528 17.46201
86 H 37.41766 -32.26377 18.98077
87 H 39.27057 -32.62902 17.45590
88 H 38.42172 -29.68394 16.13768
89 C 34.12446 -31.45756 20.76681
90 C 33.43907 -30.89669 19.53943
91 O 34.07270 -31.33803 18.32816
92 O 34.29730 -32.86527 20.73968
93 H 33.49420 -31.17233 21.61594
94 H 35.09325 -30.94771 20.87971
95 H 33.39404 -29.80862 19.55504
96 H 32.44955 -31.37598 19.51226
97 H 33.79166 -30.72458 17.63488
98 H 33.95300 -33.17353 19.88960
99 O 36.08113 -32.98887 15.19351
100 H 36.53857 -33.43753 15.91393
101 H 36.60070 -32.19295 15.03725
102 O 29.93138 -30.14196 19.66994
103 H 30.27872 -31.04391 19.63908
104 H 29.96780 -29.89519 20.59871
105 O 33.91864 -28.05019 11.31444
106 H 34.53676 -28.44397 11.94868
107 H 33.36359 -28.77922 11.02068
108 O 33.84200 -34.69120 14.52726
109 H 34.44265 -33.96428 14.75765
110 H 33.07924 -34.23999 14.11255
111 O 33.43272 -35.28182 17.45501
112 H 34.38247 -35.44172 17.44842
113 H 33.22046 -35.20683 16.51794
114 O 31.79350 -34.11745 19.54889
115 H 31.90075 -34.83480 20.18036
116 H 31.83986 -34.54992 18.68302
117 O 29.89569 -35.21329 13.48697
118 H 30.04369 -36.16266 13.54905
119 H 29.69198 -35.06047 12.55844


DFT (ωB97M-V/def2-TZVPD) results for a structure of composition H18O9 at a distorted geometry.

Summary:
* E_tot: -18707.289 eV
* LUMO level: -0.9 eV
* F_max: 0.1963 hartree/bohr
* energy above the lowest of the compared OMol25 structures with the same formula, charge and spin: 342.4 kcal/mol
* spin multiplicity: 1

Positions of all 27 atoms, in Å:
1 O 0.53684 1.56945 0.71035
2 H 1.06964 2.36163 0.77970
3 H -0.10928 1.65262 1.41168
4 O 1.55456 1.12321 -0.93784
5 H 1.61290 0.16855 -0.97631
6 H 0.92827 1.29725 -0.23520
7 O 1.72733 -3.15719 -0.29416
8 H 2.22153 -2.75262 -1.00712
9 H 1.24866 -2.43217 0.10765
10 O -0.36557 -0.33689 -0.33877
11 H 0.06735 -0.90830 0.29549
12 H -0.29907 0.53861 0.04241
13 O -1.24137 1.66741 1.55709
14 H -1.93817 1.18529 1.11185
15 H -1.65245 2.00189 2.35419
16 O 0.71127 -1.70517 1.01971
17 H 1.47424 -1.64734 1.59485
18 H 0.17135 -2.39479 1.40589
19 O 0.43862 -1.78077 -1.86923
20 H 1.34427 -1.47363 -1.82807
21 H -0.03219 -1.22346 -1.24955
22 O -1.18365 2.58595 -0.49135
23 H -1.23347 3.20860 0.23396
24 H -0.77573 1.80761 -0.11186
25 O -2.21955 -0.80676 -1.19689
26 H -1.33418 -0.55576 -0.93355
27 H -2.72215 0.00678 -1.15489


DFT (ωB97M-V/def2-TZVPD) results for the molecule C16H17N3O5S at a distorted geometry.

Summary:
* E_tot: -42408.202 eV
* LUMO level: -1.0 eV
* F_max: 0.0257 hartree/bohr
* SMILES: Cc1ccc(NC(=O)c2ccc([N+](=O)[O-])cc2)cc1S(=O)(=O)N(C)C
* energy above the lowest of the compared OMol25 structures with the same formula, charge and spin: 76.1 kcal/mol
* spin multiplicity: 1

Positions of all 42 atoms, in Å:
1 C 1.78500 1.74703 -2.28352
2 C 0.56882 1.21420 -1.60681
3 C 0.02627 1.82992 -0.48193
4 C -1.10184 1.33610 0.14599
5 C -1.72168 0.18114 -0.32739
6 N -2.86704 -0.35562 0.26703
7 C -3.25925 -0.34835 1.57296
8 O -4.37041 -0.70790 1.89502
9 C -2.23723 0.05309 2.58928
10 C -0.96583 -0.51817 2.58447
11 C -0.06041 -0.19238 3.57361
12 C -0.43302 0.70561 4.56722
13 N 0.52128 1.05982 5.59237
14 O 0.16476 1.84388 6.44385
15 O 1.62107 0.55438 5.53225
16 C -1.70597 1.26157 4.59835
17 C -2.60984 0.92312 3.61077
18 C -1.20261 -0.43273 -1.46479
19 C -0.08049 0.08047 -2.08051
20 S 0.49280 -0.76453 -3.55767
21 O 0.61206 0.17315 -4.63469
22 O -0.33731 -1.91927 -3.76326
23 N 2.05446 -1.21912 -3.09090
24 C 2.01015 -2.27676 -2.10812
25 C 2.92714 -1.48778 -4.21441
26 H 2.62804 1.07983 -2.11135
27 H 2.03258 2.73751 -1.91099
28 H 1.61915 1.78691 -3.35733
29 H 0.48906 2.72678 -0.09836
30 H -1.51347 1.85970 0.99452
31 H -3.52192 -0.80769 -0.36088
32 H -0.69178 -1.22178 1.81349
33 H 0.93037 -0.61962 3.59405
34 H -1.96728 1.94157 5.39466
35 H -3.61036 1.32703 3.61780
36 H -1.66105 -1.31238 -1.89018
37 H 1.36405 -1.95544 -1.29292
38 H 3.01466 -2.45044 -1.72406
39 H 1.61339 -3.20732 -2.52889
40 H 3.96284 -1.46738 -3.87472
41 H 2.71528 -2.45761 -4.67762
42 H 2.76557 -0.70052 -4.94638


DFT (ωB97M-V/def2-TZVPD) results for a cluster of 3 separate species, C19H39IN3O3PS in total at a distorted geometry.

Summary:
* E_tot: -59165.523 eV
* LUMO level: 0.2 eV
* F_max: 0.1096 hartree/bohr
* SMILES: CNC[PH2](CCCCSc1nnco1)C[C@H](C)I.C1CCOC1.C1CCOC1
* spin multiplicity: 1

Positions of all 67 atoms, in Å:
1 C 3.05657 1.61192 2.66344
2 N 2.52945 0.25516 2.33992
3 C 1.08251 0.08776 2.65665
4 P -0.09808 0.80209 1.30627
5 C -1.55312 0.44231 2.47516
6 C -2.77570 -0.37103 1.83133
7 C -3.77119 -0.80995 3.01589
8 C -5.00971 0.17212 3.24507
9 S -4.57698 1.83142 3.95232
10 C -4.15851 2.92611 2.52598
11 N -4.88481 2.91093 1.29422
12 N -4.25223 3.82226 0.47883
13 C -3.17041 4.39767 1.19573
14 O -3.08424 3.85894 2.50458
15 C -1.17781 1.65474 -0.02109
16 C -1.26625 0.89735 -1.43530
17 C -1.61326 -0.66380 -1.35898
18 I 0.49937 1.30930 -2.70797
19 H 4.16312 1.53553 2.98452
20 H 3.06649 2.22265 1.68449
21 H 2.43806 2.19649 3.41691
22 H 2.77250 -0.05465 1.39220
23 H 0.84193 0.67840 3.61530
24 H 0.88276 -1.03326 2.86056
25 H 0.58539 2.07462 1.49998
26 H 0.51144 -0.10506 0.37438
27 H -1.86020 1.42940 2.95451
28 H -1.14858 -0.21422 3.33278
29 H -3.38161 0.20003 1.05552
30 H -2.35204 -1.33418 1.36538
31 H -4.22203 -1.82635 2.69702
32 H -3.16932 -1.04060 3.96649
33 H -5.59549 0.34572 2.27804
34 H -5.70875 -0.33949 4.00622
35 H -2.43097 5.17558 0.79858
36 H -0.67824 2.67482 -0.23592
37 H -2.24478 1.91031 0.31804
38 H -2.13867 1.38972 -2.00780
39 H -1.07770 -1.23872 -0.53719
40 H -1.35802 -1.13173 -2.37176
41 H -2.74150 -0.79853 -1.15997
42 C 3.23270 -5.10790 2.01826
43 C 2.32084 -5.76718 3.02908
44 C 1.75543 -4.57127 3.77002
45 O 1.71089 -3.48621 2.83361
46 C 2.45766 -3.85360 1.66608
47 H 3.45039 -5.73177 1.14977
48 H 4.18171 -4.83971 2.49393
49 H 1.51682 -6.30037 2.51115
50 H 2.83043 -6.47376 3.68631
51 H 2.40633 -4.27260 4.59859
52 H 0.75351 -4.75735 4.16400
53 H 1.74328 -4.04261 0.85703
54 H 3.10787 -3.02709 1.37062
55 C 1.32399 2.32978 -6.72479
56 C 1.42917 1.39013 -7.90576
57 C 2.87024 1.58451 -8.33567
58 O 3.61502 1.90862 -7.15426
59 C 2.69503 2.19452 -6.09240
60 H 0.51220 2.08392 -6.03811
61 H 1.17480 3.35538 -7.07839
62 H 1.27416 0.35832 -7.57367
63 H 0.71435 1.60305 -8.70243
64 H 2.96737 2.42274 -9.03400
65 H 3.29287 0.69180 -8.80255
66 H 2.72589 1.35594 -5.38751
67 H 3.00758 3.10096 -5.56919


DFT (ωB97M-V/def2-TZVPD) results for the molecule C4H7NO at a distorted geometry.

Summary:
* E_tot: -7797.899 eV
* LUMO level: 1.1 eV
* F_max: 0.0232 hartree/bohr
* SMILES: C[C@H]1COC=N1
* energy above the lowest of the compared OMol25 structures with the same formula, charge and spin: 40.3 kcal/mol
* spin multiplicity: 1

Positions of all 13 atoms, in Å:
1 C 0.81947 0.47758 0.99047
2 C 0.22805 0.70802 -0.41227
3 C 0.26569 -0.66496 -1.05854
4 O -0.71355 -1.34593 -0.22268
5 C -1.55700 -0.31219 0.16155
6 N -1.20604 0.87759 -0.09348
7 H 0.39678 1.19869 1.69642
8 H 1.90630 0.48303 1.04733
9 H 0.45506 -0.54306 1.20595
10 H 0.65307 1.52141 -1.00575
11 H 1.26891 -1.10241 -0.99333
12 H -0.09774 -0.72054 -2.08854
13 H -2.41899 -0.57722 0.77286


DFT (ωB97M-V/def2-TZVPD) results for a cluster of 2 separate species, C5H10O in total.

Summary:
* E_tot: -7393.517 eV
* LUMO level: 0.7 eV
* F_max: 0.0060 hartree/bohr
* SMILES: C=CC(=C)C.O
* energy above the lowest of the compared OMol25 structures with the same formula, charge and spin: 28.8 kcal/mol
* spin multiplicity: 1

Positions of all 16 atoms, in Å:
1 C 1.35710 -1.34360 -0.51880
2 C 0.71184 -0.19959 -0.73551
3 C -0.67472 0.09834 -0.32922
4 C -1.21274 -0.42659 0.77007
5 C -1.43511 1.04247 -1.22075
6 H 0.84009 -2.16431 -0.03713
7 H 2.38067 -1.47804 -0.84691
8 H 1.23238 0.58527 -1.27882
9 H -2.24013 -0.21273 1.03443
10 H -0.63992 -1.07378 1.42049
11 H -1.53394 0.61051 -2.22029
12 H -0.89970 1.98591 -1.32858
13 H -2.42949 1.22899 -0.82335
14 O 1.74165 0.51916 2.36502
15 H 0.83928 0.80653 2.18459
16 H 1.96274 0.02147 1.56478